DFT (ωB97M-V/def2-TZVPD) results for a structure of composition C9H7BaBr2NO3Se in a non-equilibrium geometry.

net charge = 0
LUMO level = -0.319 eV
HOMO energy = -8.1 eV
DFT total energy = -8202.630052 Ha
spin multiplicity = 1
frontier orbital gap = 7.74 eV
M = 553.3 Da

Positions of all 24 atoms, in Å:
Ba (2.2272, -0.1408, 0.3115)
Br (1.6171, -4.2281, -1.5109)
C (3.3517, -5.0440, -1.2249)
Br (4.4745, -3.9543, -0.0943)
H (3.8375, -5.1488, -2.1849)
H (3.2029, -5.9968, -0.7365)
Se (4.6971, -0.6563, 1.7632)
C (4.5605, 0.9818, 2.5251)
N (4.4856, 2.0306, 3.0114)
O (-0.7649, 2.7436, 1.2128)
C (-1.7494, 2.1689, 0.4751)
C (-2.9659, 2.8036, 0.2508)
C (-3.9186, 2.2177, -0.5658)
C (-3.6617, 1.0023, -1.1826)
C (-2.4531, 0.3659, -0.9586)
C (-1.5036, 0.9264, -0.1136)
C (-0.2372, 0.1711, 0.1607)
O (0.3238, -0.4099, -0.8109)
O (0.2254, 0.1574, 1.3269)
H (-1.0812, 3.5620, 1.6054)
H (-3.1673, 3.7604, 0.7204)
H (-4.8654, 2.7176, -0.7229)
H (-4.4030, 0.5533, -1.8299)
H (-2.2320, -0.5837, -1.4274)

Mulliken atomic charge list, values in e, 6 entries: number 1, Ba, carries 1.584; number 2, Br, carries -0.105; number 3, C, carries -0.433; number 4, Br, carries -0.093; number 5, H, carries 0.318; number 6, H, carries 0.302

---

DFT (ωB97M-V/def2-TZVPD) results for a cluster of 2 separate species, C9H7BrClF3S in total in a non-equilibrium geometry.

net charge = 0
LUMO level (alpha / beta) = -1.325 / -1.957 eV
HOMO energy (alpha / beta) = -9.1 / -8.8 eV
DFT total energy = -4079.039441 Ha
spin multiplicity = 1
frontier orbital gap (alpha / beta) = 7.73 / 6.81 eV
M = 319.6 Da

Positions of all 22 atoms, in Å:
C (-0.3509, -0.6577, -1.8882)
C (0.1274, 0.6206, -1.6601)
C (-0.6512, -1.4871, -0.8196)
C (0.3137, 1.0689, -0.3648)
C (-0.4728, -1.0406, 0.4759)
C (0.0015, 0.2457, 0.7089)
C (0.2352, 0.7217, 2.1104)
C (5.0490, -0.3364, 0.8083)
C (3.9340, 0.3631, 0.1379)
F (5.5465, 0.3862, 1.8145)
F (4.6680, -1.5139, 1.3117)
F (3.2790, -0.3548, -0.7804)
S (1.8291, 0.0779, 2.6605)
Cl (6.4456, -0.6877, -0.3423)
Br (4.1506, 2.1478, -0.3095)
H (-0.4862, -1.0125, -2.8989)
H (0.3615, 1.2728, -2.4880)
H (-1.0171, -2.4877, -0.9933)
H (0.7014, 2.0605, -0.1849)
H (-0.6981, -1.6833, 1.3142)
H (0.2698, 1.8095, 2.1730)
H (-0.5118, 0.3354, 2.8049)

Mulliken atomic charge list, values in e, 6 entries: number 1, C, carries -0.473; number 2, C, carries -0.578; number 3, C, carries -0.472; number 4, C, carries -0.284; number 5, C, carries -0.395; number 6, C, carries 0.511

---

DFT (ωB97M-V/def2-TZVPD) results for a structure of composition C9H7Cl2NO3Yb2 in a non-equilibrium geometry.

net charge = +4
LUMO level (alpha / beta) = -14.944 / -16.545 eV
HOMO energy (alpha / beta) = -22.1 / -22.0 eV
DFT total energy = -3863.813834 Ha
spin multiplicity = 3
frontier orbital gap (alpha / beta) = 7.16 / 5.48 eV
M = 594.1 Da

Positions of all 24 atoms, in Å:
Yb (3.4350, 1.1998, -3.3190)
Yb (1.2910, -0.4438, -0.9320)
Cl (2.5960, -1.0935, -3.6109)
Cl (1.5093, 1.8083, -2.0718)
C (1.1891, -0.4231, 1.9500)
C (4.4352, 0.5361, -5.7073)
C (6.1774, 1.8046, -4.4157)
O (1.0482, -0.4578, 3.0991)
O (4.9588, 0.2791, -6.7073)
O (7.1357, 1.8875, -5.0598)
N (-1.2985, -0.3887, -0.1851)
C (-1.9609, -0.3761, 1.1142)
C (-2.0822, -1.5655, 1.8010)
C (-2.7088, -1.5379, 3.0722)
C (-3.2181, -0.3909, 3.6514)
C (-3.0737, 0.8082, 2.9127)
C (-2.4417, 0.8191, 1.6354)
H (-1.6594, -1.1356, -0.7577)
H (-1.5442, 0.5235, -0.6028)
H (-1.6666, -2.4878, 1.3939)
H (-2.7411, -2.4942, 3.6482)
H (-3.6344, -0.3761, 4.6202)
H (-3.4023, 1.7541, 3.3542)
H (-2.3437, 1.7509, 1.1171)

Mulliken atomic charge list, values in e, 6 entries: number 1, Yb, carries 1.748; number 2, Yb, carries 1.528; number 3, Cl, carries -0.337; number 4, Cl, carries -0.374; number 5, C, carries 0.032; number 6, C, carries 0.034